(1)
{"formula": "C45H54MnN7OS", "method": "wB97M-V/def2-TZVPD", "elements": ["Mn", "C", "C", "N", "C", "C", "S", "C", "C", "N", "H", "H", "H", "H", "H", "H", "H", "H", "H", "H", "H", "H", "H", "H", "C", "C", "C", "C", "C", "C", "C", "C", "C", "C", "C", "C", "N", "C", "C", "N", "C", "C", "C", "C", "C", "C", "C", "C", "C", "C", "C", "C", "C", "C", "C", "C", "C", "C", "C", "C", "C", "C", "H", "H", "H", "H", "H", "H", "H", "H", "H", "H", "H", "H", "H", "H", "H", "H", "H", "H", "H", "H", "H", "H", "H", "H", "H", "H", "H", "H", "H", "H", "H", "H", "H", "H", "H", "H", "H", "H", "H", "H", "O", "N", "C", "C", "N", "C", "N"], "positions_angstrom": [[-0.501, 0.280, -0.248], [0.541, -2.275, 1.735], [1.533, -2.015, 0.608], [0.860, -1.661, -0.636], [0.320, -2.768, -1.414], [-0.994, -3.365, -0.892], [-2.253, -2.154, -0.375], [-2.459, -2.523, 1.393], [-1.708, -1.601, 2.368], [-0.417, -1.182, 1.853], [-0.006, -3.196, 1.542], [1.091, -2.442, 2.670], [2.168, -1.173, 0.889], [2.177, -2.899, 0.483], [1.493, -1.125, -1.223], [0.149, -2.386, -2.420], [1.046, -3.592, -1.495], [-1.438, -3.948, -1.699], [-0.829, -4.051, -0.063], [-3.528, -2.449, 1.589], [-2.185, -3.569, 1.534], [-2.293, -0.703, 2.554], [-1.623, -2.138, 3.327], [-0.042, -0.427, 2.421], [4.920, 1.539, -0.663], [3.904, 0.413, -0.874], [4.566, -0.926, -0.521], [3.321, 0.399, -2.278], [4.137, -0.023, -3.323], [3.655, -0.138, -4.615], [2.329, 0.183, -4.854], [1.483, 0.641, -3.847], [0.072, 1.029, -4.263], [-0.316, 2.453, -3.866], [-0.956, -0.007, -3.805], [1.970, 0.759, -2.524], [1.138, 1.150, -1.471], [1.429, 2.340, -0.839], [0.973, 2.641, 0.426], [0.159, 1.773, 1.140], [0.060, 1.962, 2.522], [1.183, 1.702, 3.346], [1.082, 1.801, 4.729], [-0.114, 2.138, 5.337], [-1.208, 2.418, 4.536], [-1.146, 2.369, 3.144], [-2.396, 2.842, 2.408], [-2.144, 3.890, 1.324], [-3.247, 1.684, 1.885], [2.516, 1.305, 2.738], [3.096, 0.042, 3.384], [3.545, 2.435, 2.832], [1.417, 4.003, 0.778], [1.306, 4.832, 1.864], [1.916, 6.119, 1.815], [2.608, 6.572, 0.723], [2.737, 5.732, -0.422], [3.393, 6.040, -1.649], [3.396, 5.119, -2.663], [2.773, 3.843, -2.547], [2.147, 3.518, -1.373], [2.144, 4.490, -0.341], [5.350, 1.478, 0.340], [4.467, 2.521, -0.779], [5.735, 1.451, -1.386], [3.070, 0.577, -0.187], [5.520, -1.043, -1.039], [3.938, -1.776, -0.793], [4.771, -0.975, 0.551], [5.171, -0.274, -3.119], [4.297, -0.473, -5.419], [1.937, 0.108, -5.863], [0.073, 1.001, -5.359], [-0.402, 2.565, -2.788], [-1.276, 2.717, -4.316], [0.430, 3.165, -4.221], [-0.922, -0.133, -2.721], [-0.759, -0.974, -4.277], [-1.971, 0.301, -4.064], [1.954, 1.607, 5.342], [-0.187, 2.203, 6.415], [-2.138, 2.728, 5.000], [-2.998, 3.339, 3.176], [-1.605, 3.480, 0.475], [-1.564, 4.724, 1.717], [-3.099, 4.283, 0.967], [-2.687, 1.070, 1.176], [-4.131, 2.058, 1.365], [-3.584, 1.051, 2.710], [2.334, 1.101, 1.680], [3.444, 0.239, 4.400], [3.954, -0.318, 2.811], [2.360, -0.759, 3.442], [3.725, 2.698, 3.878], [3.207, 3.329, 2.308], [4.495, 2.121, 2.394], [0.780, 4.530, 2.761], [1.823, 6.764, 2.680], [3.049, 7.562, 0.725], [3.875, 7.001, -1.782], [3.893, 5.365, -3.594], [2.825, 3.148, -3.376], [-2.258, 0.826, -1.092], [-2.478, 2.062, -1.467], [-3.712, 2.358, -1.809], [-4.789, 1.410, -1.747], [-5.652, 0.650, -1.697], [-4.001, 3.695, -2.243], [-4.275, 4.758, -2.590]], "forces_ev_per_angstrom": [[1.124, 0.022, 0.381], [0.073, 0.041, 0.016], [-0.094, -0.012, 0.076], [-0.075, -0.091, -0.039], [-0.013, 0.001, 0.026], [-0.035, 0.043, 0.038], [-0.091, 0.045, -0.131], [0.045, 0.021, -0.044], [-0.012, -0.035, 0.006], [-0.020, 0.008, -0.013], [0.007, 0.021, 0.018], [0.022, -0.015, -0.012], [0.001, -0.012, -0.027], [0.025, 0.039, 0.034], [0.021, 0.014, 0.037], [0.001, 0.023, -0.026], [-0.009, 0.024, -0.028], [0.029, -0.034, 0.002], [0.014, -0.021, -0.024], [0.003, -0.018, 0.016], [-0.021, 0.000, 0.027], [0.001, -0.002, -0.029], [-0.010, 0.039, -0.006], [0.015, 0.008, 0.003], [-0.049, -0.031, -0.017], [-0.023, -0.008, 0.033], [-0.056, 0.023, -0.024], [0.100, -0.021, 0.054], [-0.025, 0.053, -0.049], [-0.021, -0.009, 0.080], [0.001, 0.058, -0.020], [-0.061, -0.016, -0.173], [-0.005, -0.035, 0.049], [0.033, 0.011, 0.048], [0.099, -0.044, 0.075], [0.102, -0.165, 0.025], [-0.515, 0.056, 0.187], [0.151, 0.072, -0.066], [-0.001, 0.048, 0.119], [-0.324, 0.043, -0.358], [0.041, -0.036, 0.035], [0.085, -0.049, 0.084], [-0.008, 0.013, -0.008], [-0.001, -0.007, -0.049], [0.040, 0.039, 0.012], [-0.078, 0.053, 0.033], [-0.038, -0.092, 0.006], [0.075, -0.035, -0.034], [0.096, -0.050, -0.031], [0.059, -0.066, -0.039], [-0.025, 0.050, -0.040], [0.017, 0.021, -0.047], [-0.111, 0.076, -0.054], [-0.068, 0.057, -0.030], [-0.006, 0.006, -0.035], [-0.004, -0.035, 0.015], [0.008, 0.033, -0.004], [-0.005, -0.030, -0.026], [-0.015, 0.043, 0.027], [0.059, -0.047, 0.035], [0.068, -0.031, -0.014], [-0.092, -0.050, 0.004], [0.014, -0.004, 0.007], [-0.027, 0.036, -0.015], [0.025, 0.004, -0.010], [0.023, 0.014, -0.044], [0.032, -0.008, -0.044], [-0.004, -0.008, 0.006], [0.004, -0.007, 0.014], [0.055, -0.022, 0.026], [0.010, 0.002, -0.012], [-0.012, 0.000, -0.012], [0.009, -0.008, -0.003], [-0.015, 0.004, -0.051], [-0.029, -0.006, 0.003], [0.013, 0.027, -0.029], [-0.023, -0.010, -0.212], [0.002, -0.024, -0.010], [-0.013, 0.002, 0.007], [0.044, -0.021, 0.013], [-0.006, 0.004, 0.022], [-0.020, 0.003, 0.003], [0.000, -0.001, 0.002], [0.009, -0.019, -0.017], [0.034, 0.054, 0.032], [-0.014, -0.009, -0.014], [-0.083, 0.067, 0.060], [-0.025, 0.007, -0.008], [-0.011, -0.003, 0.011], [0.014, -0.015, 0.090], [0.008, 0.002, 0.043], [0.013, 0.000, -0.009], [-0.053, -0.074, -0.011], [0.010, 0.010, 0.040], [0.104, -0.119, 0.081], [0.021, -0.014, 0.009], [-0.015, 0.016, 0.017], [-0.012, -0.003, 0.020], [0.017, 0.019, -0.009], [0.013, 0.020, 0.007], [0.000, -0.010, -0.013], [-0.001, 0.015, -0.019], [-1.181, 1.201, -0.523], [-0.035, -0.624, 0.160], [0.417, -0.318, 0.203], [0.032, -0.116, -0.016], [0.043, 0.065, 0.013], [0.087, -0.035, 0.072], [0.021, -0.105, 0.014]], "charge": -1, "orbital_gap_ev": [4.95, 5.07], "spin_multiplicity": 6, "s_squared": 8.757, "e_lumo_ha": [0.0773, 0.0772], "e_homo_ha": [-0.10444, -0.10925], "energy_ha": -3754.96901}


(2)
{"formula": "C3H6N2O", "method": "wB97M-V/def2-TZVPD", "elements": ["C", "C", "C", "H", "H", "H", "H", "H", "H", "N", "N", "O"], "positions_angstrom": [[1.114, -0.478, -0.068], [-0.196, -1.300, -0.230], [-1.267, -0.496, -0.818], [-0.633, 1.456, -0.029], [-0.695, 0.863, 1.987], [1.877, 1.206, 1.079], [-0.104, -2.356, -0.315], [-2.242, -0.705, -1.492], [-1.105, 0.580, -1.184], [-0.091, 1.453, 1.121], [1.231, 0.513, 0.815], [2.112, -0.735, -0.867]], "forces_ev_per_angstrom": [[3.889, -1.357, -3.703], [-2.737, 5.591, -2.904], [1.532, -1.696, -1.556], [1.745, -0.251, 5.466], [1.844, 1.921, -3.939], [1.842, -0.043, -0.812], [-0.275, -0.637, 0.363], [2.191, -0.873, 2.246], [0.309, -1.502, 1.177], [-0.859, -3.329, -1.333], [-5.713, 1.927, 1.877], [-3.768, 0.249, 3.119]], "charge": 0, "orbital_gap_ev": 9.59, "relative_energy_kcal_mol": 151.4, "e_lumo_ha": 0.0048, "e_homo_ha": -0.34746, "smiles": "C=CC(=O)NN", "energy_ha": -302.45189}


What is the formula in the first record?
C45H54MnN7OS


Number 2 is which compound?
C3H6N2O


What is the formula in the second record?
C3H6N2O